Here is a molecular structure, C21H17F4NO10Rb in a non-equilibrium geometry from the Open Molecules 2025 dataset. Energies are from ωB97M-V/def2-TZVPD.

The value obtained for the total energy is -55535.163 eV. Its LUMO energy (spin up / spin down) is -1.58 / -1.58 eV. The multiplicity is 2. As for the HOMO-LUMO gap (spin up / spin down): 5.48 / 5.45 eV.

Geometry as XYZ:
```
54
Properties=species:S:1:pos:R:3:mulliken_charge:R:1
Rb -0.6395 -0.1918 2.2026 0.9726
N -1.3894 -4.0430 1.6867 0.9880
O -2.6497 -3.7798 1.6323 -0.6678
O -1.0649 -5.1660 1.6555 -0.6160
O -0.5637 -3.1474 1.8465 -0.6377
C -3.5809 -1.4743 -1.2151 0.1119
O -2.7816 -2.6495 -1.4759 -0.2924
O -4.3998 -2.0485 -0.1861 -0.2989
C -2.8971 -0.1110 -0.9770 0.5824
F -3.7152 0.6537 -0.3222 -0.3259
F -1.7619 -0.1194 -0.2430 -0.0411
F -2.7075 0.5639 -2.0983 -0.2873
C -1.4941 -2.5206 -1.9964 0.5755
C -0.7327 -3.7947 -1.5959 -1.3598
H -1.3345 -4.6837 -1.4070 0.3565
H -0.4942 -4.2224 -2.5697 0.3766
H 0.1576 -3.6788 -0.9779 0.3146
H -0.8311 -1.7504 -1.6021 -0.4875
H -1.6268 -2.4434 -3.0755 0.4067
H -4.0689 -1.3628 -2.1833 0.3435
C -3.9643 3.8052 5.7519 -0.3983
C -4.7494 3.6878 4.5410 0.2460
O -4.0377 2.5792 3.8843 -0.2758
C -2.7244 2.7326 4.1442 0.6158
O -1.7631 2.1031 3.5915 -0.5716
O -2.6515 3.5737 5.1774 -0.3208
F -4.8329 4.8386 3.9035 -0.2534
H -4.1570 3.0501 6.5139 0.3095
H -4.0521 4.8306 6.1111 0.3018
H -5.7377 3.3193 4.8158 0.3298
C 5.8434 -0.9027 0.7043 -0.3997
C 4.6980 -1.1231 1.4863 -0.5499
C 3.4646 -0.6920 0.9844 -0.6323
C 3.3732 -0.2827 -0.3171 0.5775
C 4.5370 -0.0475 -1.1491 0.1565
C 5.7883 -0.3596 -0.5650 -0.6367
C 4.4543 0.4763 -2.5773 0.3185
O 5.4095 0.7221 -3.3068 -0.6351
C 3.0145 1.0209 -2.9004 0.5512
C 2.9349 1.8643 -3.9470 -0.4764
C 1.6750 2.3989 -4.2831 -0.4594
C 0.4979 2.0438 -3.5470 -0.7847
C 0.6557 1.2790 -2.3795 -0.3387
C 1.9349 0.7925 -2.0237 0.1663
C 1.9886 0.0204 -0.7269 0.2574
O 1.0312 -0.4116 -0.0865 -0.2618
H 6.7680 -1.2547 1.1375 0.3883
H 4.8481 -1.4657 2.4994 0.3913
H 2.6158 -1.0177 1.5674 0.3738
H 6.7576 -0.2476 -1.0279 0.4287
H 3.7772 1.9324 -4.6196 0.4415
H 1.7536 2.9669 -5.1983 0.3628
H -0.4712 2.5107 -3.6433 0.4117
H -0.1040 1.2266 -1.6137 0.3524
```